Record 1
{
  "formula": "C20H60N12O8",
  "method": "the ωB97M-V functional and the def2-TZVPD basis",
  "elements": ["C", "O", "N", "N", "H", "H", "H", "H", "C", "O", "N", "N", "H", "H", "H", "H", "C", "O", "N", "N", "H", "H", "H", "H", "C", "O", "N", "N", "H", "H", "H", "H", "C", "C", "C", "O", "C", "N", "H", "H", "H", "H", "H", "H", "H", "H", "H", "H", "H", "C", "C", "C", "O", "C", "N", "H", "H", "H", "H", "H", "H", "H", "H", "H", "H", "H", "C", "C", "C", "O", "C", "N", "H", "H", "H", "H", "H", "H", "H", "H", "H", "H", "H", "C", "C", "C", "O", "C", "N", "H", "H", "H", "H", "H", "H", "H", "H", "H", "H", "H"],
  "positions_angstrom": [[-0.9788, 4.2248, 19.6105], [-0.1464, 4.5400, 18.7739], [-1.8097, 5.0484, 20.1647], [-1.3670, 2.9881, 19.8002], [-2.4536, 4.6531, 20.8350], [-1.6573, 6.0362, 20.0194], [-1.0389, 2.1951, 19.2677], [-2.3165, 2.9148, 20.1367], [2.2130, -3.0032, 14.2788], [1.9536, -3.9953, 13.5472], [1.3174, -2.1078, 14.6877], [3.4175, -2.7421, 14.7856], [1.7854, -1.2495, 14.9412], [0.3264, -2.1675, 14.5019], [4.0989, -3.4726, 14.6370], [3.4996, -2.0428, 15.5097], [4.2679, 0.8297, 11.9637], [4.7012, 0.4272, 10.8989], [3.2825, 1.6818, 12.0535], [4.9237, 0.6517, 13.0697], [3.1223, 2.0639, 12.9746], [2.6895, 1.9345, 11.2760], [5.8205, 0.1874, 13.0889], [4.5688, 1.1044, 13.8998], [4.3164, 2.9129, 15.7372], [3.6804, 2.2656, 14.9483], [4.5826, 4.2325, 15.7647], [4.8703, 2.4760, 16.8432], [4.0330, 4.8602, 15.1955], [4.8331, 4.5016, 16.7054], [5.4930, 3.1047, 17.3300], [4.7850, 1.4939, 17.0630], [0.3772, 0.2040, 17.0982], [1.7826, 0.3985, 17.4775], [2.1215, 0.0083, 18.9399], [3.4937, 0.3244, 19.1837], [4.1064, -0.5018, 20.1592], [2.6731, -0.1812, 16.5214], [-0.2794, 0.8282, 17.7042], [0.1638, -0.8600, 17.2009], [0.2959, 0.5470, 16.0668], [1.9177, 1.4788, 17.4255], [1.9459, -1.0625, 19.0432], [1.4950, 0.4718, 19.7020], [3.9747, -1.5107, 19.7683], [3.6244, -0.5353, 21.1363], [5.1873, -0.4008, 20.0617], [2.8774, 0.5744, 15.8831], [3.5513, -0.3209, 17.0005], [-2.4698, 2.7098, 16.3183], [-3.8590, 3.2222, 15.8018], [-3.7578, 4.2877, 14.6617], [-4.9975, 4.7911, 14.0720], [-4.8429, 5.2616, 12.6748], [-4.5775, 2.1158, 15.3556], [-2.5533, 1.8722, 17.0108], [-1.8915, 3.5088, 16.7822], [-1.7673, 2.4347, 15.5315], [-4.4284, 3.5771, 16.6608], [-3.1241, 3.8845, 13.8717], [-3.2855, 5.1113, 15.1971], [-5.7866, 5.5118, 12.1901], [-4.3630, 4.5249, 12.0306], [-4.2526, 6.1676, 12.8119], [-5.1526, 2.6428, 14.7140], [-4.0666, 1.5327, 14.7083], [3.7613, -6.7992, 18.6549], [3.9812, -5.3645, 18.1680], [3.1484, -4.3885, 19.1147], [1.8092, -4.8133, 19.2396], [0.9969, -4.4517, 18.1433], [5.3651, -5.0267, 18.1734], [2.8438, -7.1667, 18.1953], [3.7611, -6.8352, 19.7443], [4.6034, -7.3697, 18.2630], [3.7323, -5.2304, 17.1153], [3.1719, -3.3694, 18.7289], [3.5645, -4.2833, 20.1166], [1.3120, -4.6450, 17.1179], [0.5602, -3.4530, 18.1466], [0.1317, -5.0933, 18.3101], [5.7256, -5.1811, 19.1042], [5.6818, -4.1223, 17.8542], [-2.5260, -1.0780, 22.8018], [-1.7406, -2.1948, 22.0591], [-1.2368, -1.8324, 20.6107], [-2.2851, -1.4022, 19.7826], [-2.4372, -2.0264, 18.5144], [-0.6045, -2.6812, 22.8710], [-2.7795, -0.3016, 22.0799], [-1.7967, -0.7477, 23.5414], [-3.4216, -1.3625, 23.3541], [-2.3502, -3.0930, 21.9608], [-0.6798, -2.6624, 20.1760], [-0.6310, -0.9269, 20.6449], [-3.0771, -1.4246, 17.8691], [-2.9573, -2.9757, 18.6430], [-1.4992, -2.1807, 17.9810], [0.0126, -1.8827, 22.9127], [-0.8249, -2.8195, 23.8469]],
  "atomic_forces_ev_per_a": [[1.43, -0.15, -3.99], [1.25, 0.43, 0.25], [-1.84, 3.07, 2.12], [-1.10, -4.05, 1.27], [0.06, 0.99, 0.05], [-0.29, -0.24, 0.37], [0.18, 0.55, 0.01], [0.29, -0.66, -0.09], [-1.58, -3.41, -2.21], [0.62, 1.71, 1.51], [-1.05, 1.32, 0.28], [1.95, -0.35, 0.17], [-1.01, 0.24, 0.47], [0.54, 0.00, -0.36], [0.07, 0.42, 0.13], [0.16, -0.33, -0.06], [2.01, -0.07, -3.57], [-0.15, -1.03, -1.23], [-3.22, 2.05, 0.89], [1.67, -0.93, 3.98], [-0.48, 0.24, -0.37], [0.41, -0.31, 0.22], [-0.48, 0.07, -0.31], [0.44, -0.32, 0.02], [0.37, 1.80, 1.02], [-1.21, -0.65, -1.21], [-0.49, 2.09, -1.48], [1.02, -3.12, 2.12], [0.19, 0.00, 0.16], [-0.42, 1.06, -0.74], [-0.04, -1.06, 0.25], [0.32, 0.29, 0.41], [-0.72, -0.49, -0.08], [0.49, 2.03, 2.08], [0.32, -0.32, -0.78], [-0.28, 0.47, 0.10], [-0.29, -1.50, -1.60], [0.96, -0.52, -0.26], [-0.15, -0.22, 0.05], [-0.55, 0.02, -0.26], [-0.38, -0.27, -0.10], [0.22, 0.46, 0.34], [0.21, -0.46, 0.03], [-0.23, 0.42, -0.22], [-0.10, -0.56, 0.22], [0.39, 0.74, 0.22], [-0.10, 0.72, 0.80], [0.19, -0.01, -0.62], [0.36, -0.24, 0.13], [0.19, 1.59, -0.37], [1.97, 0.25, 0.51], [0.24, 0.99, 0.87], [0.09, -1.24, -0.58], [0.53, -0.04, 1.83], [-2.08, -1.37, -1.49], [-0.34, 0.09, -0.07], [-0.20, 0.14, 0.53], [-0.42, -0.41, -0.53], [0.18, 0.70, 0.04], [0.18, 0.02, -0.03], [0.43, 0.52, -0.58], [-0.25, -0.11, 0.71], [0.30, -0.07, 0.22], [0.19, 0.06, -0.76], [-1.59, -0.90, -0.37], [0.62, -0.22, 0.08], [0.47, 0.54, -1.03], [-0.93, 1.36, 0.89], [0.08, -0.39, -1.28], [0.33, 0.64, -0.39], [-1.69, -0.98, 0.30], [1.64, -0.49, 0.84], [-0.04, -0.21, 0.51], [-0.22, -0.16, -0.06], [-0.09, -0.28, 0.10], [-0.89, -0.17, 0.08], [0.04, 0.27, -0.43], [0.25, -0.63, 0.12], [0.83, -0.17, 0.14], [0.58, 0.58, 0.40], [-0.25, -0.06, -0.33], [0.43, 0.10, 0.09], [-0.56, 0.11, -0.08], [0.85, -0.13, -0.73], [-0.52, -1.15, 0.15], [-0.25, 0.48, 1.04], [-0.99, 0.17, -0.71], [-0.34, -0.30, 0.37], [0.59, 0.70, -0.86], [-0.09, 0.25, 0.27], [-0.25, 0.72, 0.01], [0.03, -0.38, -0.28], [-0.42, 0.12, -0.33], [0.06, -0.10, 0.15], [0.86, -0.16, 0.49], [0.04, 0.32, 0.28], [0.15, -0.30, -0.09], [0.20, -0.03, 0.17], [0.68, 0.09, 0.02], [-0.62, -0.25, 0.03]],
  "mulliken_charge": [0.760, -0.660, -0.435, -0.327, 0.161, 0.232, 0.001, 0.207, 0.490, -0.726, -0.199, -0.284, 0.110, 0.171, 0.190, 0.152, 0.492, -0.716, -0.290, -0.279, 0.269, 0.166, 0.169, 0.332, 0.565, -0.668, -0.522, -0.274, 0.263, 0.167, 0.177, 0.150, 0.112, 0.545, -0.802, -0.279, -0.310, -0.006, -0.492, -0.333, 0.342, 0.099, 0.218, 0.486, -0.105, 0.294, 0.343, -0.160, 0.344, -1.211, 0.486, -0.861, -0.377, -0.651, -0.714, 0.212, 0.320, 0.394, 0.188, 0.408, 0.354, 0.257, 0.287, 0.296, 0.312, 0.275, -1.450, 0.570, 0.089, -0.419, -0.491, -0.694, 0.301, 0.313, 0.474, 0.168, -0.468, 0.398, 0.276, -0.016, 0.348, 0.249, 0.195, -1.224, 0.355, -0.151, -0.314, -0.545, -0.710, 0.285, 0.338, 0.284, 0.334, 0.184, 0.038, 0.252, 0.310, 0.099, 0.245, 0.266],
  "homo_ev": -8.842,
  "relative_energy_ev": 5.579,
  "smiles": "COC[C@H](C)N.COC[C@H](C)N.COC[C@H](C)N.COC[C@H](C)N.NC(N)=O.NC(N)=O.NC(N)=O.NC(N)=O",
  "homo_lumo_gap_ev": 8.900,
  "e_tot_ev": -55972.46087
}

Record 2
{
  "formula": "C20H60N12O8",
  "method": "the ωB97M-V functional and the def2-TZVPD basis",
  "elements": ["C", "O", "N", "N", "H", "H", "H", "H", "C", "O", "N", "N", "H", "H", "H", "H", "C", "O", "N", "N", "H", "H", "H", "H", "C", "O", "N", "N", "H", "H", "H", "H", "C", "C", "C", "O", "C", "N", "H", "H", "H", "H", "H", "H", "H", "H", "H", "H", "H", "C", "C", "C", "O", "C", "N", "H", "H", "H", "H", "H", "H", "H", "H", "H", "H", "H", "C", "C", "C", "O", "C", "N", "H", "H", "H", "H", "H", "H", "H", "H", "H", "H", "H", "C", "C", "C", "O", "C", "N", "H", "H", "H", "H", "H", "H", "H", "H", "H", "H", "H"],
  "positions_angstrom": [[-6.4319, 7.4064, 16.4040], [-7.5476, 7.8123, 16.3035], [-5.4333, 8.0166, 15.9296], [-5.9786, 6.2991, 16.9122], [-5.4465, 8.6699, 15.1595], [-4.5610, 7.5678, 16.1701], [-6.5655, 5.6767, 17.4491], [-5.0102, 6.0226, 16.8356], [-2.1346, 6.2715, 16.1639], [-3.2498, 6.1049, 15.8643], [-1.6994, 6.7549, 17.3034], [-1.2266, 6.1110, 15.2983], [-2.3942, 7.2521, 17.8419], [-0.7660, 6.9161, 17.6541], [-0.3222, 6.5255, 15.4725], [-1.4439, 5.5108, 14.5156], [-0.1210, 4.8935, 20.4473], [0.4593, 4.4038, 19.4762], [0.3400, 5.9310, 21.1010], [-1.2646, 4.4457, 20.8964], [1.2254, 6.3862, 20.9306], [-0.1701, 6.2980, 21.8917], [-1.4603, 4.3463, 21.8823], [-1.7531, 3.7712, 20.3250], [-10.3491, 5.0404, 21.3081], [-10.8239, 3.9421, 21.1692], [-9.7400, 5.3702, 22.3752], [-10.3957, 6.0385, 20.4983], [-9.4986, 4.5821, 22.9590], [-9.3269, 6.2917, 22.3916], [-9.8854, 6.8925, 20.6723], [-10.9988, 5.8990, 19.7002], [-3.8816, 8.7122, 21.3594], [-3.5000, 7.8567, 20.1997], [-4.1004, 6.4341, 20.1798], [-5.5351, 6.4888, 20.2053], [-6.0468, 5.2604, 20.7207], [-3.7532, 8.4558, 18.8710], [-4.0029, 8.1891, 22.3080], [-4.7830, 9.3057, 21.2065], [-3.0092, 9.3260, 21.5836], [-2.4186, 7.7272, 20.2439], [-3.5873, 5.8134, 20.9144], [-3.8887, 5.8630, 19.2759], [-7.1164, 5.4705, 20.7265], [-5.7116, 4.9494, 21.7102], [-5.8542, 4.4873, 19.9768], [-3.9764, 9.4403, 18.9015], [-4.6745, 8.1390, 18.6050], [-6.3957, 6.6672, 24.2120], [-7.1332, 7.8756, 23.7967], [-6.4874, 9.2313, 24.0830], [-6.6696, 9.5341, 25.4552], [-5.9987, 10.7273, 25.8998], [-7.4344, 7.4984, 22.3831], [-5.3711, 6.7755, 23.8561], [-6.7649, 5.7215, 23.8151], [-6.2492, 6.5493, 25.2857], [-8.0107, 7.9147, 24.4421], [-6.8024, 10.0071, 23.3851], [-5.4156, 9.1763, 23.8924], [-6.1910, 11.6698, 25.3872], [-4.9489, 10.4635, 26.0279], [-6.2072, 11.0137, 26.9307], [-6.7107, 7.7077, 21.7104], [-8.1415, 8.1644, 22.1065], [-6.2110, 11.6756, 19.6927], [-5.2522, 11.8600, 18.5237], [-5.0849, 13.3758, 18.1842], [-6.3385, 14.0747, 17.8632], [-7.1333, 13.7365, 16.6819], [-4.0110, 11.2711, 18.7423], [-5.9678, 12.2701, 20.5733], [-6.1689, 10.6590, 20.0838], [-7.2320, 11.9668, 19.4458], [-5.7769, 11.4184, 17.6765], [-4.4276, 13.3629, 17.3148], [-4.6570, 13.8445, 19.0705], [-6.6436, 14.1382, 15.7948], [-8.1284, 14.1746, 16.6055], [-7.3147, 12.6692, 16.5554], [-3.7780, 11.3374, 19.7228], [-3.2675, 11.7478, 18.2525], [-2.0003, 2.7614, 15.9046], [-2.0898, 3.0075, 17.3649], [-3.3727, 2.2313, 17.8617], [-3.3746, 2.3683, 19.2987], [-4.4959, 1.8466, 20.0414], [-0.9369, 2.3147, 17.9417], [-1.9572, 1.7368, 15.5352], [-1.1527, 3.3171, 15.5036], [-2.8762, 3.1411, 15.3786], [-2.1045, 4.0787, 17.5659], [-3.2619, 1.1702, 17.6381], [-4.2877, 2.6915, 17.4889], [-5.4464, 1.9169, 19.5125], [-4.6514, 2.5054, 20.8958], [-4.2863, 0.8298, 20.3734], [-0.2552, 2.9925, 18.2514], [-1.2944, 1.8720, 18.7762]],
  "atomic_forces_ev_per_a": [[-2.07, -0.36, -0.27], [-3.71, 0.43, 0.35], [6.09, 4.21, -2.59], [-0.31, -5.05, 3.21], [-0.36, -0.14, 0.45], [0.40, 0.69, -0.89], [-0.09, 0.36, -0.15], [-0.12, -0.01, -0.21], [2.09, 1.57, 1.80], [-6.82, -1.34, -0.39], [-0.15, 1.53, 3.98], [4.98, -1.21, -4.18], [-0.35, 0.23, 0.27], [0.02, -0.49, -0.77], [-0.02, -0.63, -0.53], [0.42, 0.41, -0.06], [2.20, -1.16, -2.50], [-0.01, 0.56, -0.10], [1.26, 3.02, 2.21], [-3.58, -1.69, 1.16], [-0.15, -0.61, -0.30], [0.02, -0.06, -0.27], [0.13, 0.34, -0.15], [0.12, -0.24, -0.11], [-1.09, -2.22, 0.00], [-1.14, -1.96, -1.17], [2.67, 0.74, 5.00], [-1.24, 2.88, -4.45], [0.28, 0.67, 0.32], [0.64, -0.69, 0.90], [-0.41, -0.26, -0.48], [0.39, 0.59, -0.11], [0.17, 0.38, 1.16], [0.02, -1.33, -1.67], [-0.02, 0.44, -0.67], [1.30, -0.20, 1.78], [-1.18, 0.66, -1.32], [-0.69, -0.69, 0.28], [-0.22, -0.52, -0.10], [0.11, 0.07, -0.10], [-0.27, 0.71, -0.15], [0.23, -0.31, 0.17], [-0.69, 0.07, 0.90], [0.59, 0.40, -0.57], [-0.07, -0.58, 0.34], [0.28, 0.33, 0.04], [0.13, -0.37, 0.10], [0.85, 0.60, 0.11], [-0.33, -0.67, -0.42], [2.38, -0.79, 1.60], [-0.59, -0.53, -0.42], [1.29, -0.38, -0.06], [-0.63, 1.22, 0.21], [0.56, -0.75, 0.78], [-1.59, 2.02, 0.43], [0.31, -0.22, -0.34], [-0.37, 0.34, -0.01], [-0.29, 0.13, 0.21], [-0.79, -0.08, -0.68], [-0.74, 0.25, 0.14], [0.46, -0.19, -0.05], [0.08, -0.39, -0.88], [0.45, 0.42, -0.82], [-0.98, -0.73, 0.17], [0.87, -0.24, 0.17], [-0.52, 0.26, -0.44], [0.10, -0.01, 0.63], [-3.02, 2.11, -0.40], [-2.02, -1.02, -0.94], [-0.27, -0.29, 0.19], [1.35, -0.27, -0.04], [1.78, -0.45, 0.75], [0.41, 0.44, -0.03], [-0.31, -0.29, -0.39], [0.08, -0.26, -0.20], [0.27, -0.30, -0.31], [0.32, 0.59, -0.07], [-0.05, 0.45, -0.28], [0.38, -0.25, -0.15], [0.12, 0.46, 1.20], [0.35, -0.17, 0.13], [0.19, 0.05, 0.27], [0.17, -0.08, -0.29], [-0.59, 0.93, -2.16], [-0.80, -2.50, 0.09], [0.97, 1.40, 1.27], [-0.59, 0.15, 0.49], [0.57, 0.62, -0.44], [-0.27, 0.08, 0.50], [0.40, -0.23, 0.75], [0.18, -0.22, -0.09], [-0.24, 0.46, -0.05], [-0.34, 0.01, 0.30], [-0.16, -0.02, -0.46], [-0.06, -0.23, -0.37], [0.08, -0.28, -0.48], [0.34, -0.13, 0.22], [-0.17, -0.07, -0.05], [0.22, 0.02, 0.17], [0.44, -0.15, 0.37]],
  "mulliken_charge": [0.529, -0.747, -0.148, -0.094, 0.232, 0.132, 0.124, 0.153, 0.464, -0.782, -0.273, -0.397, 0.134, 0.214, 0.151, 0.328, 0.583, -0.731, -0.383, -0.190, 0.230, 0.161, 0.262, -0.014, 0.615, -0.705, -0.319, -0.320, 0.202, 0.102, 0.151, 0.193, -1.154, 0.555, -0.342, -0.139, -0.712, -0.377, 0.294, -0.173, 0.503, 0.069, 0.618, -0.055, 0.276, 0.206, 0.199, 0.036, 0.181, -1.554, 0.333, -0.340, -0.414, -0.795, 0.295, 0.202, 0.255, 0.419, 0.394, 0.407, 0.168, 0.303, 0.322, 0.314, -0.578, 0.377, -1.374, 0.345, -0.741, -0.357, -0.696, -0.533, 0.378, 0.176, 0.458, 0.124, 0.421, 0.329, 0.298, 0.270, 0.279, 0.276, 0.212, -1.615, 1.833, -1.096, -0.147, -0.919, -0.760, 0.402, 0.292, 0.358, -0.711, 0.414, 0.503, 0.402, 0.213, 0.294, 0.426, 0.291],
  "homo_ev": -8.781,
  "relative_energy_ev": 5.748,
  "smiles": "COC[C@H](C)N.COC[C@H](C)N.COC[C@H](C)N.COC[C@H](C)N.NC(N)=O.NC(N)=O.NC(N)=O.NC(N)=O",
  "homo_lumo_gap_ev": 8.820,
  "e_tot_ev": -55972.29211
}